(1)
Molecular formula: C33H22Br3IN4O5SeTc
Method: DFT, the ωB97M-V functional and the def2-TZVPD basis

Calculated values
Total charge: 0
Highest occupied orbital energy (alpha / beta) (eV): -8.189 / -8.265
Expectation value of S²: 3.782
Spin multiplicity: 4
LUMO (alpha / beta) (eV): -0.9 / -2.1
Gap between HOMO and LUMO (alpha / beta) (eV): 7.3 / 6.1

Positions of all 70 atoms, in Å:
Tc  -0.8570  0.8826  0.4026
O  -3.1031  0.9695  -3.4820
C  -3.0580  -0.3695  -3.6859
C  -3.8783  -0.8832  -4.6838
C  -3.8842  -2.2397  -4.9546
C  -3.0769  -3.1011  -4.2261
C  -2.2555  -2.5832  -3.2366
C  -2.2239  -1.2236  -2.9522
C  -1.2420  -0.6260  -1.9680
O  -1.8532  0.3663  -1.1978
N  -0.6942  -1.6440  -1.0587
N  -0.4966  -1.2779  0.2257
C  0.2179  -2.0048  0.9946
C  0.3105  -1.8606  2.4504
Br  -1.3290  -2.0433  3.3941
C  1.4629  -1.8267  3.1148
C  2.7667  -1.6393  2.4643
C  3.8838  -2.3115  2.9608
C  5.1095  -2.1962  2.3288
C  5.2420  -1.3846  1.2089
C  4.1480  -0.6754  0.7358
C  2.9145  -0.7987  1.3583
H  -2.6454  1.1665  -2.6456
H  -4.5029  -0.1941  -5.2352
H  -4.5278  -2.6257  -5.7340
H  -3.0807  -4.1631  -4.4277
H  -1.6390  -3.2655  -2.6661
H  -0.4015  -0.1744  -2.5206
H  -0.0513  -2.3312  -1.4287
H  0.7929  -2.8266  0.5613
H  1.4510  -1.9415  4.1924
H  3.7829  -2.9333  3.8418
H  5.9656  -2.7346  2.7123
H  6.2022  -1.2882  0.7209
H  4.2573  -0.0055  -0.1076
H  2.0806  -0.1928  1.0267
Br  1.6226  1.4613  4.8079
C  -0.2252  1.4617  4.4742
C  -1.1279  1.6542  5.5426
C  -2.4775  1.6038  5.3484
Br  -3.6397  1.8934  6.8110
C  -3.0101  1.3336  4.0604
C  -4.3723  1.1469  3.7411
C  -4.7426  0.8105  2.4672
C  -3.7582  0.6733  1.4763
N  -2.4872  0.8630  1.7515
C  -2.0890  1.1822  3.0163
C  -0.6801  1.2544  3.1954
O  0.0887  1.0493  2.1427
H  -0.7311  1.8391  6.5308
H  -5.1161  1.2592  4.5182
H  -5.7783  0.6476  2.2086
H  -3.9997  0.4146  0.4530
I  4.9978  0.6625  -6.1896
C  3.8906  1.0397  -4.4667
C  3.5557  -0.0137  -3.6270
C  2.8070  0.2428  -2.4889
C  2.4199  1.5407  -2.1784
C  2.7727  2.5864  -3.0200
C  3.4984  2.3384  -4.1751
C  1.6305  1.8392  -0.9381
O  1.7725  2.8442  -0.2937
O  0.8177  0.8332  -0.6216
H  3.8719  -1.0208  -3.8601
H  2.5218  -0.5710  -1.8334
H  2.4751  3.5939  -2.7621
H  3.7599  3.1502  -4.8390
Se  -1.5593  5.6505  -0.0616
C  -1.3237  3.9390  0.1026
N  -1.1725  2.7772  0.2243

Results of the Mulliken charge analysis, in e, for atoms 1 through 6: atom 1 (Tc): -0.564, atom 2 (O): -0.742, atom 3 (C): 0.266, atom 4 (C): -0.603, atom 5 (C): -0.368, atom 6 (C): -0.918


(2)
Molecular formula: C2H10N3O
Method: DFT, the ωB97M-V functional and the def2-TZVPD basis

Calculated values
Total charge: +1
Highest occupied orbital energy (eV): -14.957
Spin multiplicity: 1
LUMO (eV): -3.1
Gap between HOMO and LUMO (eV): 11.9

Positions of all 16 atoms, in Å:
C  0.2041  -0.3664  2.0938
N  -0.5726  -0.5478  0.8422
C  0.0401  -0.6455  -0.3360
N  -0.7305  -0.9144  -1.4064
N  1.3347  -0.3932  -0.5526
H  1.1746  0.0569  1.8863
H  0.2502  -1.2457  2.7417
H  -0.3121  0.3551  2.7077
H  -1.3718  -1.1527  0.9727
H  -1.7074  -0.6688  -1.4382
H  -0.2899  -0.9993  -2.3059
H  1.5944  -0.3091  -1.5229
H  1.8346  0.2512  0.0391
H  -0.6679  2.3252  0.2520
H  -0.0858  2.9727  -1.0681
O  -0.2529  2.1470  -0.5975

Results of the Mulliken charge analysis, in e, for atoms 1 through 6: atom 1 (C): -0.853, atom 2 (N): -0.234, atom 3 (C): 0.832, atom 4 (N): -0.461, atom 5 (N): -0.413, atom 6 (H): 0.292


(3)
Molecular formula: C29H49BBaN4O2P2
Method: DFT, the ωB97M-V functional and the def2-TZVPD basis

Calculated values
Total charge: 0
Highest occupied orbital energy (eV): -6.329
Spin multiplicity: 1
LUMO (eV): -0.2
Gap between HOMO and LUMO (eV): 6.1

Positions of all 88 atoms, in Å:
Ba  -0.3258  -0.3756  1.7560
C  2.3365  -2.5452  -0.2613
C  1.2750  -3.3158  -1.0527
C  -0.0614  -3.2317  -0.2989
C  1.6656  -4.7941  -1.0796
P  0.8952  -2.6502  -2.7895
C  1.3261  -0.8290  -2.6308
N  0.1799  0.0334  -2.4580
B  -0.5628  0.2446  -1.2184
N  -1.6861  1.0650  -1.6764
C  -2.8259  1.5265  -0.9231
P  -3.2658  0.3560  0.4483
C  -4.3104  -0.9500  -0.4030
C  -4.4942  -2.1143  0.5790
C  -5.6734  -0.4758  -0.9055
C  -3.5163  -1.4734  -1.6093
C  -4.3427  1.4720  1.5118
C  -3.3417  2.3108  2.3234
C  -5.1435  0.6265  2.5064
C  -5.2835  2.4266  0.7728
C  -1.6019  1.3019  -3.0423
C  -2.4210  2.0276  -3.8892
C  -2.0987  2.0750  -5.2456
C  -0.9793  1.4149  -5.7285
C  -0.1468  0.6906  -4.8759
C  -0.4577  0.6380  -3.5280
C  2.2865  -3.2199  -3.9380
C  2.0953  -2.4463  -5.2555
C  3.7033  -2.9591  -3.4186
C  2.1155  -4.7018  -4.2877
H  2.6119  -3.1015  0.6400
H  1.9626  -1.5748  0.0790
H  3.2465  -2.3791  -0.8392
H  0.0800  -3.5082  0.7514
H  -0.8108  -3.8956  -0.7325
H  -0.4695  -2.2160  -0.3732
H  1.6929  -5.1597  -0.0483
H  2.6477  -4.9702  -1.5163
H  0.9275  -5.3946  -1.6169
H  1.8664  -0.5476  -3.5339
H  2.0037  -0.6569  -1.7977
H  -3.6935  1.6363  -1.5817
H  -2.6488  2.5143  -0.4801
H  -5.1112  -1.8446  1.4356
H  -3.5374  -2.4757  0.9610
H  -4.9894  -2.9403  0.0610
H  -6.3506  -0.2145  -0.0925
H  -6.1398  -1.2877  -1.4707
H  -5.5907  0.3793  -1.5791
H  -2.5068  -1.7888  -1.3436
H  -3.4290  -0.7317  -2.4037
H  -4.0473  -2.3394  -2.0142
H  -2.7393  1.6750  2.9798
H  -3.8819  3.0121  2.9646
H  -2.6721  2.8955  1.6886
H  -4.5107  -0.1030  3.0180
H  -5.9573  0.0874  2.0227
H  -5.5859  1.2795  3.2642
H  -4.7439  3.1021  0.1080
H  -5.8126  3.0450  1.5040
H  -6.0327  1.9009  0.1857
H  -3.2890  2.5563  -3.5162
H  -2.7282  2.6359  -5.9242
H  -0.7437  1.4623  -6.7839
H  0.7209  0.1840  -5.2750
H  2.4882  -1.4309  -5.2067
H  1.0456  -2.3922  -5.5517
H  2.6447  -2.9597  -6.0484
H  3.8181  -1.9440  -3.0348
H  4.4292  -3.0836  -4.2283
H  3.9829  -3.6519  -2.6229
H  1.1246  -4.8884  -4.7065
H  2.2583  -5.3631  -3.4381
H  2.8557  -4.9773  -5.0445
C  2.5589  -4.8164  5.2289
N  1.4268  -4.1549  4.5972
C  0.2007  -4.7374  4.6289
C  -0.8827  -4.1862  4.0548
C  -0.6932  -2.9242  3.3846
O  -1.6374  -2.3210  2.7949
N  0.5329  -2.3615  3.3610
C  1.6258  -2.9253  3.9392
O  2.7358  -2.4179  3.9015
H  2.3334  -5.0336  6.2731
H  3.4090  -4.1441  5.1719
H  2.7999  -5.7448  4.7095
H  0.1526  -5.6849  5.1519
H  -1.8518  -4.6568  4.0836

Results of the Mulliken charge analysis, in e, for atoms 1 through 6: atom 1 (Ba): 1.614, atom 2 (C): -1.781, atom 3 (C): 2.479, atom 4 (C): -0.389, atom 5 (C): -2.301, atom 6 (P): -0.289


(4)
Molecular formula: C8H7NO6Tl
Method: DFT, the ωB97M-V functional and the def2-TZVPD basis

Calculated values
Total charge: +3
Highest occupied orbital energy (eV): -20.883
Spin multiplicity: 1
LUMO (eV): -14.1
Gap between HOMO and LUMO (eV): 6.8

Positions of all 23 atoms, in Å:
O  4.8223  -0.1365  0.5022
C  3.8394  0.1173  -0.0154
Tl  1.5287  0.7319  -1.2635
O  2.8334  1.8687  -3.8390
C  2.3686  1.4389  -2.8719
C  -0.3341  1.1859  -2.1824
O  -1.3581  1.4493  -2.7315
C  1.3994  2.5645  -0.4737
O  1.3178  3.6400  -0.0693
C  1.3305  -1.0698  -2.1199
O  1.1992  -2.0811  -2.6570
C  -1.1197  -0.1587  2.6279
N  -1.4706  -0.8318  1.3518
C  -2.7041  -1.6146  1.2520
C  -0.7838  -0.6707  0.2938
O  0.3259  0.0428  0.4525
H  -1.8682  -0.3839  3.3878
H  -1.0945  0.9144  2.4701
H  -0.1433  -0.5135  2.9679
H  -3.3422  -1.1718  0.4817
H  -2.4449  -2.6380  0.9570
H  -3.2384  -1.6339  2.1907
H  -1.0633  -1.0495  -0.7119

Results of the Mulliken charge analysis, in e, for atoms 1 through 6: atom 1 (O): 0.015, atom 2 (C): 0.259, atom 3 (Tl): 2.753, atom 4 (O): -0.023, atom 5 (C): 0.183, atom 6 (C): -0.029


Record order is preserved below.
Total energy: -336550.0119; -8748.4619; -60874.8166; -26836.5900 eV
Record order is preserved below.
Relative energy (zero: lowest compared OMol25 entry of this formula, charge and spin): 0.00; 15.67; 10.90; 117.06 kcal per mole